Density functional theory data (wB97M-V/def2-TZVPD) for a molecular structure, FH3N2OS in a non-equilibrium geometry.

Geometry as XYZ:
```
8
FH3N2OS wB97M-V/def2-TZVPD
S -2.496 -0.486 -0.906
F 0.630 0.796 1.370
O -1.273 -0.895 0.130
N 2.676 0.154 0.467
N 1.645 0.569 0.148
H -1.154 -0.508 1.005
H -1.924 -0.032 -2.029
H 2.970 -0.033 1.373
```

For the LUMO energy, the calculation gives 0.0 eV. For the energy above the lowest of the compared OMol25 structures with the same formula, charge and spin, the calculation gives 2.295 eV. The orbital gap is 8.7858 eV. As for the largest force on an atom: 2.633 eV Å⁻¹. The calculation puts the total energy at -18625.0859 eV.


Density functional theory data (wB97M-V/def2-TZVPD) for a molecular structure, C16H32InOP in a non-equilibrium geometry.

Geometry as XYZ:
```
51
C16H32InOP wB97M-V/def2-TZVPD
In 0.486 0.988 -0.239
P 0.023 0.338 3.160
O -0.358 0.187 1.696
C 0.433 -2.166 -0.514
C -0.580 -0.683 -1.995
C -1.619 -2.855 0.892
C -0.945 -2.078 -0.170
C -1.581 -1.197 -1.072
C 1.728 0.903 3.224
C 1.401 -3.092 0.100
C -3.025 -0.924 -1.129
C -0.996 1.549 4.025
C 1.888 -1.311 -2.488
C 1.280 2.556 -1.281
C -0.067 -1.152 4.184
C -0.851 -0.019 -3.285
C 0.681 -1.306 -1.647
C 0.739 4.775 -2.256
C 0.272 3.641 -1.370
H -1.856 0.407 -3.323
H -3.261 -0.084 -1.802
H 2.435 -2.883 -0.224
H 1.572 1.854 -2.120
H 2.040 1.069 4.260
H -1.968 -3.817 0.493
H 1.737 1.354 0.726
H -0.680 3.308 -1.756
H -1.995 1.134 4.207
H 2.362 0.144 2.749
H 1.036 4.417 -3.248
H -3.594 -1.803 -1.489
H 0.104 4.032 -0.339
H -0.536 1.801 4.991
H 2.742 -1.756 -1.970
H 2.167 -0.300 -2.790
H -2.486 -2.311 1.278
H 1.173 -4.141 -0.180
H 1.562 5.372 -1.837
H 0.468 -1.991 3.718
H 0.408 -0.946 5.158
H -0.931 -3.063 1.719
H -3.416 -0.677 -0.123
H 1.780 1.839 2.650
H 2.270 2.784 -0.774
H -1.081 2.455 3.412
H -0.087 5.466 -2.420
H -0.135 0.785 -3.470
H -0.771 -0.727 -4.119
H 1.376 -3.038 1.210
H 1.727 -1.895 -3.399
H -1.108 -1.442 4.381
```

For the LUMO energy (alpha / beta), the calculation gives -9.2 / -8.8 eV. For the energy above the lowest of the compared OMol25 structures with the same formula, charge and spin, the calculation gives 0.952 eV. The orbital gap (alpha / beta) is 5.6270 / 5.8492 eV. As for the largest force on an atom: 5.005 eV Å⁻¹. The total charge is +2. The calculation puts the total energy at -33603.0595 eV.


Density functional theory data (wB97M-V/def2-TZVPD) for a molecular structure, C32H37ClFN5O6S2Sb2Ti.

Geometry as XYZ:
```
87
C32H37ClFN5O6S2Sb2Ti wB97M-V/def2-TZVPD
Sb 2.351 -0.284 1.650
Sb -1.066 -1.852 2.580
Ti -0.322 0.005 0.330
Cl 3.399 3.282 -2.607
S -1.931 4.133 -0.461
S -0.494 2.352 1.614
F -3.006 -1.761 -5.833
O 0.967 -4.154 1.468
O -1.450 -1.379 -1.088
O -2.766 -4.534 -5.554
O -3.597 -4.190 -1.097
O -2.583 -0.295 0.462
O 1.906 -3.450 -0.423
N -3.711 -2.280 -2.342
N -0.161 -3.916 -1.932
N -1.085 1.732 -0.860
N 1.212 0.224 -1.404
N -3.283 -4.329 -3.346
C -2.165 3.432 -2.037
C 0.915 -4.009 0.275
C 4.004 -0.863 0.420
C 2.633 1.733 -2.566
C -1.146 2.656 0.069
C 1.827 1.405 -1.491
C 2.195 0.270 6.516
C 0.938 -0.167 6.907
C 1.382 -0.657 -2.389
C -2.347 -0.620 3.755
C 2.099 -1.174 4.565
C 2.748 -1.635 3.293
C 0.078 -2.680 4.210
C -1.689 1.372 -3.224
C 2.817 0.823 -3.593
C 3.246 1.476 2.460
C -2.392 -3.513 2.343
C -2.757 3.977 -3.170
C -0.273 -4.445 -0.576
C -3.508 -1.673 -3.561
C -1.639 2.132 -2.058
C 0.837 -1.639 4.976
C -2.279 1.920 -4.351
C 2.760 -0.236 5.358
C -3.531 -3.636 -2.175
C -3.199 -2.369 -4.658
C -3.057 -3.819 -4.625
C 2.174 -0.397 -3.496
C -3.865 -1.466 -1.151
C -2.539 -1.026 -0.548
C -2.812 3.211 -4.322
C 0.279 -1.116 6.143
H -3.269 3.621 -5.213
H -1.263 0.376 -3.226
H 2.415 -2.620 2.968
H -4.440 -0.574 -1.398
H -4.420 -2.028 -0.404
H 0.721 -3.446 3.783
H 3.834 -1.656 3.394
H 1.660 2.111 -0.684
H -2.996 -3.420 1.441
H 2.280 -1.144 -4.271
H -1.767 0.174 4.222
H -3.603 -0.596 -3.585
H 4.150 -0.108 -0.353
H -2.846 -1.211 4.523
H -0.413 -4.602 -2.630
H -3.196 -5.331 -3.243
H -1.800 -4.426 2.280
H 4.272 1.290 2.774
H -3.165 4.979 -3.154
H 0.477 0.219 7.807
H -1.182 -4.130 -0.063
H -0.766 -3.105 -2.031
H -0.694 -1.475 6.459
H 3.442 1.072 -4.439
H 3.231 2.252 1.694
H 0.856 -1.596 -2.287
H 3.801 -1.824 -0.049
H 2.734 0.996 7.111
H -0.642 -3.172 4.867
H -3.043 -3.562 3.215
H 2.655 1.824 3.305
H 3.746 0.099 5.055
H 1.587 -3.458 -1.355
H -0.279 -5.536 -0.580
H -2.322 1.344 -5.267
H 4.907 -0.938 1.025
H -3.081 -0.172 3.087
```

Its spin multiplicity is 3. For the LUMO energy (alpha / beta), the calculation gives 0.0 / -0.1 eV. For the energy above the lowest of the compared OMol25 structures with the same formula, charge and spin, the calculation gives 0.000 eV. The orbital gap (alpha / beta) is 6.7320 / 7.6141 eV. The expectation value of S² is 2.005. As for the largest force on an atom: 0.165 eV Å⁻¹. The calculation puts the total energy at -126625.8795 eV.


Density functional theory data (wB97M-V/def2-TZVPD) for a molecular structure, C50H45AuBrCl2F4GeNO3PS.

Geometry as XYZ:
```
110
C50H45AuBrCl2F4GeNO3PS wB97M-V/def2-TZVPD
Au 0.755 -0.316 -0.346
Br -1.208 2.009 0.270
Ge 2.532 -1.763 -2.847
Cl -1.947 1.276 -3.151
Cl 0.588 5.909 -4.377
S 1.481 1.140 2.817
P -1.102 -1.648 0.125
F -3.832 -2.604 0.654
F -6.087 1.370 1.453
F -3.863 2.766 1.018
F -6.058 -1.340 1.245
O 0.857 0.216 1.785
O 2.258 0.906 -1.060
O 2.731 2.208 0.705
N 0.115 3.408 -2.733
C -1.852 2.783 -4.029
C -1.709 5.102 -5.490
C -2.216 -4.171 -3.531
C -0.921 -3.853 -1.531
C 2.703 3.214 -1.454
C -2.607 -2.244 -2.150
C -3.768 -1.276 0.731
C 0.721 0.520 4.335
C -4.954 -0.637 1.045
C -1.706 -0.131 4.176
C -1.544 -4.025 1.557
C -2.904 -2.993 -3.279
C -2.613 0.807 0.611
C -3.051 0.197 4.069
C -2.737 4.205 -5.730
C 4.171 -0.780 -2.487
C 1.066 6.164 0.289
C 1.982 5.197 -0.090
C -3.445 1.527 4.062
C 3.322 -1.666 1.861
C -4.969 0.736 1.152
C -2.796 3.024 -5.010
C -0.745 0.868 4.279
C -0.752 4.824 -4.530
C -0.176 6.200 -0.327
C 2.664 -3.531 -2.021
C -2.490 2.529 4.172
C 3.530 -2.996 4.287
C 0.098 -2.528 2.487
C 0.819 -0.923 -2.306
C -2.568 -0.601 0.508
C 3.305 -0.938 3.048
C 3.434 -3.047 1.886
C 2.251 -1.938 -4.776
C 3.408 -1.614 4.261
C -1.226 -4.599 -2.657
C -0.819 3.674 -3.728
C -1.343 -4.895 2.614
C 0.438 4.317 -1.704
C 3.180 0.551 2.999
C -3.801 1.444 0.931
C 2.571 2.046 -0.490
C 3.537 -3.715 3.099
C -0.490 5.280 -1.311
C 1.691 4.269 -1.083
C -1.621 -2.677 -1.268
C -0.830 -2.821 1.492
C -0.430 -4.584 3.614
C 0.292 -3.405 3.544
C -1.148 2.201 4.282
H -3.791 -0.592 4.004
H 3.714 3.610 -1.341
H 0.356 2.442 -2.587
H 2.953 5.154 0.388
H 0.640 0.003 -2.849
H 1.306 -2.436 -4.993
H 1.323 6.886 1.052
H -2.245 -4.295 0.786
H -0.689 -5.518 -2.853
H 0.015 -1.617 -2.515
H -3.143 -1.320 -1.968
H 4.156 0.201 -2.958
H 3.057 -2.527 -5.216
H -2.450 -4.756 -4.410
H 2.245 -0.958 -5.253
H -1.618 6.011 -6.068
H -1.463 5.305 -1.787
H 1.232 1.041 5.149
H -1.900 -5.821 2.653
H 3.637 -4.793 3.116
H -3.672 -2.652 -3.960
H -3.571 2.294 -5.192
H -3.479 4.417 -6.486
H 0.676 -1.618 2.422
H 1.023 -3.168 4.306
H -1.407 -1.171 4.187
H 0.893 -0.552 4.429
H 3.274 -1.139 0.913
H 3.565 -4.026 -2.384
H 4.336 -0.647 -1.420
H 2.581 2.889 -2.485
H -0.907 6.946 -0.043
H 3.422 -1.054 5.189
H -0.275 -5.269 4.437
H 4.999 -1.358 -2.902
H -0.408 2.990 4.362
H -4.494 1.785 3.984
H 1.807 -4.155 -2.273
H 3.458 -3.606 0.958
H -2.791 3.569 4.174
H 2.737 -3.458 -0.931
H 3.677 0.985 2.131
H 3.630 -3.510 5.235
H 3.556 1.047 3.897
H -0.136 -4.185 -0.863
```

For the LUMO energy, the calculation gives -3.3 eV. For the energy above the lowest of the compared OMol25 structures with the same formula, charge and spin, the calculation gives 0.291 eV. The orbital gap is 6.6003 eV. As for the largest force on an atom: 0.408 eV Å⁻¹. The total charge is +1. The calculation puts the total energy at -246497.4358 eV.


Density functional theory data (wB97M-V/def2-TZVPD) for 2 unconnected molecules or ions with the total composition C9H16Si2 in a non-equilibrium geometry.

Geometry as XYZ:
```
27
C9H16Si2 wB97M-V/def2-TZVPD
Si 0.314 1.508 2.328
Si 0.150 0.967 -1.627
C 0.276 -2.912 -0.368
C -1.596 -2.836 -1.915
C 0.045 3.439 2.340
C -1.370 0.726 1.853
C 1.999 1.018 -2.049
C 0.542 -1.536 -0.459
C -1.247 -1.526 -2.166
C -0.220 -0.846 -1.424
C -0.739 -3.536 -1.068
H -0.983 -4.599 -1.095
H 0.947 4.009 2.103
H 1.331 1.548 1.276
H 1.122 0.910 3.446
H 2.327 2.052 -2.317
H 1.035 -3.488 0.154
H 2.803 0.649 -1.282
H -1.743 -0.931 -2.919
H 2.059 0.321 -2.965
H -1.529 1.223 0.864
H 1.048 -1.181 0.423
H -2.319 -3.403 -2.459
H -1.342 -0.387 1.659
H -0.776 3.824 1.769
H -1.972 1.080 2.561
H -0.162 3.906 3.338
```

For the LUMO energy, the calculation gives -0.4 eV. For the energy above the lowest of the compared OMol25 structures with the same formula, charge and spin, the calculation gives 2.070 eV. The orbital gap is 7.3384 eV. As for the largest force on an atom: 5.792 eV Å⁻¹. The calculation puts the total energy at -25344.5565 eV.


Density functional theory data (wB97M-V/def2-TZVPD) for C4H7F2P in the gas phase in a non-equilibrium geometry.

Geometry as XYZ:
```
14
C4H7F2P wB97M-V/def2-TZVPD
P -2.445 0.711 -0.104
F -4.120 -1.410 -0.333
F -4.989 0.586 0.150
C -3.931 -0.292 0.347
C -0.787 0.089 0.422
C 0.100 -0.376 -0.452
C 1.487 -0.814 0.115
H -2.783 1.495 1.021
H -0.468 0.378 1.340
H 1.786 -1.790 -0.400
H 1.376 -0.991 1.189
H -1.775 1.671 -1.207
H -0.185 -0.557 -1.476
H 2.284 -0.077 -0.242
```

For the LUMO energy, the calculation gives 0.6 eV. For the energy above the lowest of the compared OMol25 structures with the same formula, charge and spin, the calculation gives 2.309 eV. The orbital gap is 8.2803 eV. As for the largest force on an atom: 3.688 eV Å⁻¹. The calculation puts the total energy at -18980.5533 eV.


Density functional theory data (wB97M-V/def2-TZVPD) for a molecular structure, C5H7NO.

Geometry as XYZ:
```
14
C5H7NO wB97M-V/def2-TZVPD
O 1.486 0.117 0.539
N -0.663 1.169 0.056
C 0.763 -0.545 -0.552
C -0.410 -1.253 0.096
C 0.830 1.324 0.190
C -1.117 -0.056 0.766
C 0.232 0.816 -1.033
H 1.415 -1.125 -1.205
H -1.045 -1.765 -0.638
H -0.765 0.072 1.787
H 1.298 2.251 0.520
H -2.208 -0.171 0.802
H -0.061 -1.992 0.825
H 0.172 1.254 -2.018
```

For the LUMO energy, the calculation gives 1.1 eV. For the energy above the lowest of the compared OMol25 structures with the same formula, charge and spin, the calculation gives 2.696 eV. The orbital gap is 10.3309 eV. As for the largest force on an atom: 0.818 eV Å⁻¹. The calculation puts the total energy at -8833.5073 eV.


Density functional theory data (wB97M-V/def2-TZVPD) for a molecular structure, C48H50GeInN9O3S.

Geometry as XYZ:
```
113
C48H50GeInN9O3S wB97M-V/def2-TZVPD
In -0.568 -0.028 -0.372
Ge 1.736 3.890 4.267
S -1.358 -0.001 -3.064
O -2.549 1.371 -0.815
O -0.092 1.640 0.864
O -1.992 1.093 1.868
N -2.917 -3.051 0.098
N -2.746 -0.819 -0.390
N 1.869 -0.708 -0.069
N 1.088 0.539 -4.226
N -4.654 0.580 -0.462
N 1.043 1.608 -1.443
N -0.083 -1.187 1.720
N -0.036 -2.425 -1.367
N -0.421 -0.124 -5.601
C 2.144 -0.326 1.321
C -1.003 1.822 1.786
C 3.879 2.016 3.709
C 1.021 4.824 5.796
C -0.799 -2.979 -2.317
C 0.540 2.839 -1.577
C 2.621 3.823 -0.972
C 0.435 2.564 3.640
C 1.426 -1.167 3.574
C 0.468 6.867 6.964
C 1.274 -2.713 -1.377
C -1.033 -1.665 2.536
C -5.431 -0.488 -0.165
C 1.676 0.537 -5.482
C 0.464 4.094 6.850
C 4.032 6.127 1.527
C 4.537 1.463 6.343
C 2.284 5.103 2.857
C 3.221 2.707 4.731
C 5.184 0.789 5.317
C 1.299 3.975 -1.354
C 2.061 -2.160 -0.227
C 1.120 -0.928 2.244
C 2.322 1.463 -1.090
C -0.812 -1.940 3.869
C -0.077 6.132 8.005
C 2.760 0.028 -0.978
C 0.444 -1.684 4.399
C 3.569 2.419 6.050
C 4.858 1.073 3.995
C 1.858 -3.511 -2.345
C 1.018 6.216 5.866
C -5.208 1.926 -0.659
C 3.087 6.888 0.852
C -3.511 -1.867 -0.092
C 1.053 -4.080 -3.320
C -1.700 -0.575 -6.136
C 3.150 2.544 -0.848
C -0.731 2.963 2.718
C 0.730 0.121 -6.341
C 3.632 5.242 2.522
C -0.078 4.743 7.950
C -3.294 0.425 -0.567
C 1.743 6.771 1.182
C -0.194 0.138 -4.300
C -0.306 -3.824 -3.295
C 1.347 5.887 2.178
C -4.918 -1.723 0.028
H 0.854 4.954 -1.452
H 1.005 7.384 0.679
H -1.613 -2.330 4.481
H 0.654 -1.876 5.443
H -6.491 -0.290 -0.081
H 3.089 2.952 6.863
H 0.762 -0.019 -7.406
H 1.482 -4.719 -4.082
H -1.913 -3.128 0.042
H -3.455 -3.863 0.348
H 3.236 4.691 -0.764
H -0.500 6.639 8.862
H 4.801 1.259 7.373
H 4.386 4.668 3.050
H 3.800 -0.037 -0.643
H -5.554 -2.557 0.280
H 2.923 -3.703 -2.314
H -1.851 -2.732 -2.295
H 5.083 6.236 1.294
H 2.693 0.841 -5.648
H -0.500 4.170 8.766
H -2.011 -1.812 2.103
H 2.700 -0.451 -1.960
H -1.637 3.174 3.281
H 3.642 2.238 2.671
H -0.476 3.837 2.114
H -0.976 -4.259 -4.023
H 5.388 0.573 3.191
H -1.990 -1.512 -5.667
H -1.590 -0.719 -7.207
H 1.060 1.830 3.130
H 3.123 -2.404 -0.329
H 1.479 0.883 -3.363
H 2.098 0.761 1.399
H 5.955 0.064 5.544
H -4.653 2.634 -0.051
H 0.296 5.837 2.443
H 1.703 -2.647 0.679
H 3.399 7.590 0.091
H 4.178 2.389 -0.546
H -0.510 2.896 -1.841
H 1.455 6.801 5.064
H -6.250 1.911 -0.356
H 0.454 3.009 6.821
H -2.467 0.172 -5.944
H 0.055 2.071 4.540
H -5.127 2.213 -1.705
H 2.414 -0.928 3.951
H 0.472 7.949 7.008
H 3.147 -0.644 1.622
```

For the LUMO energy, the calculation gives -4.7 eV. For the energy above the lowest of the compared OMol25 structures with the same formula, charge and spin, the calculation gives 0.653 eV. The orbital gap is 7.6577 eV. As for the largest force on an atom: 0.564 eV Å⁻¹. The total charge is +2. The calculation puts the total energy at -142658.6895 eV.


Among the records above, which one has the lowest total energy? C50H45AuBrCl2F4GeNO3PS